Density functional theory data (wB97M-V/def2-TZVPD) for a molecular structure, C65H91N3O2S3Sc at a distorted geometry.

The LUMO energy (alpha / beta) is -4.4 / -4.2 eV. As for the charge: +1.

Last column: Löwdin charge in e.
Positions of all 165 atoms, in Å:
Sc (-0.402, 0.247, -0.238)  1.1853
C (4.866, -4.948, -1.848)  -0.0348
C (3.556, -5.086, -2.638)  -0.5490
C (3.917, -5.420, -4.088)  -0.0579
C (2.725, -6.246, -2.062)  -0.0328
C (2.737, -3.804, -2.516)  -0.1337
C (2.394, -3.326, -1.288)  0.0454
C (1.592, -2.161, -1.170)  -0.1489
N (1.193, -1.579, -0.037)  0.1207
C (1.509, -1.962, 1.207)  -0.1462
C (2.692, -2.600, 1.640)  0.0283
C (2.759, -3.141, 2.891)  -0.1301
C (1.599, -3.048, 3.705)  0.0525
C (0.428, -2.401, 3.384)  -0.0542
C (0.372, -1.765, 2.103)  -0.2264
O (-0.616, -1.128, 1.624)  -0.1185
C (-0.711, -2.501, 4.419)  -0.5066
C (-1.944, -1.622, 4.157)  -0.0308
C (-1.189, -3.967, 4.422)  -0.0311
C (-0.186, -2.138, 5.821)  -0.0387
C (4.004, -3.899, 3.347)  -0.5474
C (4.073, -5.206, 2.538)  -0.0290
C (3.960, -4.263, 4.834)  -0.0562
C (5.264, -3.063, 3.089)  -0.0375
C (0.957, -1.573, -2.351)  -0.2486
O (0.073, -0.682, -2.143)  -0.1300
C (1.384, -2.043, -3.632)  -0.0606
C (2.273, -3.090, -3.654)  0.0588
C (0.975, -1.443, -4.988)  -0.5220
C (2.232, -0.835, -5.634)  -0.0277
C (-0.084, -0.344, -4.879)  -0.0750
C (0.429, -2.548, -5.908)  -0.0352
H (5.442, -5.871, -1.927)  0.0917
H (4.685, -4.759, -0.790)  0.0572
H (5.470, -4.129, -2.242)  0.0947
H (4.501, -6.339, -4.105)  0.0907
H (4.523, -4.630, -4.536)  0.0920
H (3.027, -5.584, -4.699)  0.0887
H (3.288, -7.178, -2.136)  0.0903
H (1.794, -6.360, -2.620)  0.0936
H (2.478, -6.076, -1.014)  0.0782
H (2.672, -3.864, -0.396)  0.0985
H (3.553, -2.593, 0.986)  0.1194
H (1.650, -3.509, 4.680)  0.0977
H (-2.215, -1.589, 3.109)  0.0538
H (-1.774, -0.602, 4.498)  0.0630
H (-2.791, -2.022, 4.718)  0.0972
H (-1.693, -4.203, 3.482)  0.0899
H (-1.893, -4.123, 5.241)  0.0919
H (-0.356, -4.660, 4.547)  0.0820
H (0.403, -1.219, 5.783)  0.0787
H (0.433, -2.924, 6.254)  0.0813
H (-1.029, -1.982, 6.495)  0.0925
H (3.177, -5.807, 2.706)  0.0947
H (4.944, -5.793, 2.836)  0.0938
H (4.151, -5.001, 1.470)  0.0599
H (3.145, -4.955, 5.051)  0.0859
H (3.854, -3.374, 5.459)  0.0944
H (4.890, -4.759, 5.112)  0.0910
H (5.391, -2.833, 2.031)  0.0754
H (6.148, -3.612, 3.417)  0.0906
H (5.217, -2.123, 3.642)  0.0926
H (2.617, -3.427, -4.621)  0.0980
H (2.674, -0.082, -4.981)  0.0726
H (1.971, -0.360, -6.581)  0.0938
H (2.991, -1.593, -5.832)  0.0832
H (0.289, 0.490, -4.285)  0.0673
H (-0.995, -0.711, -4.410)  0.0496
H (-0.332, 0.016, -5.880)  0.0955
H (1.194, -3.286, -6.150)  0.0767
H (0.086, -2.109, -6.846)  0.0906
H (-0.413, -3.063, -5.442)  0.0952
C (-1.405, 2.981, -4.655)  -0.5216
C (-2.728, 2.355, -5.087)  -0.4937
S (-3.207, 0.893, -4.107)  0.8380
C (-4.942, 1.295, -3.725)  -0.5203
C (-5.154, 2.568, -2.913)  -0.4937
S (-4.112, 2.626, -1.416)  0.8830
C (-3.450, 4.317, -1.498)  -0.5151
C (-2.477, 4.601, -2.639)  -0.4939
S (-1.205, 3.312, -2.873)  0.8429
H (-1.261, 3.925, -5.181)  0.0842
H (-0.574, 2.317, -4.892)  0.0380
H (-2.652, 2.045, -6.129)  0.0778
H (-3.543, 3.074, -5.012)  0.0595
H (-5.300, 0.424, -3.173)  0.0688
H (-5.489, 1.353, -4.667)  0.0797
H (-6.196, 2.621, -2.594)  0.0775
H (-4.938, 3.460, -3.499)  0.0630
H (-2.956, 4.435, -0.533)  0.0225
H (-4.289, 5.013, -1.548)  0.0930
H (-1.953, 5.539, -2.445)  0.0705
H (-3.004, 4.704, -3.587)  0.0671
C (-2.772, -1.067, -1.109)  -0.0804
C (-3.799, -1.435, -0.037)  -0.3349
C (-3.328, -2.665, 0.750)  -0.0417
C (-4.252, -0.304, 0.883)  -0.1257
C (-5.557, -0.467, 1.345)  -0.0365
C (-6.171, 0.450, 2.172)  -0.0508
C (-5.501, 1.620, 2.475)  -0.0282
C (-4.207, 1.846, 2.028)  -0.1513
C (-3.624, 3.239, 2.258)  -0.3618
C (-3.253, 3.515, 3.721)  -0.0489
C (-4.628, 4.318, 1.814)  -0.0659
C (-3.543, 0.842, 1.288)  -0.1784
N (-2.125, 0.988, 1.072)  0.0628
C (-1.491, 1.194, 2.185)  -0.1215
C (-0.081, 1.367, 2.435)  -0.1702
C (0.317, 1.174, 3.776)  -0.0380
C (1.619, 1.256, 4.189)  -0.0641
C (2.605, 1.585, 3.254)  -0.0423
C (2.253, 1.869, 1.961)  -0.0023
C (0.918, 1.762, 1.491)  -0.2838
N (0.615, 2.112, 0.182)  -0.0291
C (1.333, 3.322, -0.186)  -0.1607
C (2.470, 3.462, -1.016)  -0.1294
C (3.067, 4.720, -1.134)  -0.0484
C (2.614, 5.834, -0.466)  -0.0557
C (1.493, 5.704, 0.327)  -0.0332
C (0.847, 4.487, 0.464)  -0.1289
C (-0.420, 4.480, 1.303)  -0.3427
C (-0.103, 4.644, 2.794)  -0.0192
C (-1.379, 5.598, 0.869)  -0.0454
C (3.223, 2.433, -1.853)  -0.3651
C (2.925, 2.698, -3.336)  -0.0458
C (2.957, 0.981, -1.541)  -0.0675
H (-2.966, -1.637, -2.016)  0.1039
H (-1.770, -1.368, -0.771)  0.0376
H (-2.828, -0.003, -1.374)  0.0317
H (-4.706, -1.735, -0.566)  0.1322
H (-2.389, -2.447, 1.251)  0.0479
H (-3.171, -3.508, 0.073)  0.0919
H (-4.065, -2.960, 1.498)  0.0882
H (-6.107, -1.352, 1.047)  0.1203
H (-7.175, 0.280, 2.538)  0.1107
H (-6.001, 2.376, 3.065)  0.1158
H (-2.729, 3.338, 1.640)  0.0885
H (-4.109, 3.331, 4.371)  0.0892
H (-2.964, 4.561, 3.834)  0.0796
H (-2.421, 2.899, 4.066)  0.0648
H (-5.424, 4.432, 2.550)  0.0824
H (-5.081, 4.068, 0.856)  0.0584
H (-4.129, 5.285, 1.725)  0.0685
H (-2.079, 1.170, 3.100)  0.1216
H (-0.446, 0.938, 4.507)  0.1080
H (1.878, 1.089, 5.226)  0.1104
H (3.643, 1.644, 3.554)  0.1152
H (3.016, 2.163, 1.253)  0.1175
H (3.952, 4.807, -1.753)  0.1165
H (3.124, 6.783, -0.563)  0.1093
H (1.125, 6.569, 0.864)  0.1134
H (-0.922, 3.526, 1.140)  0.0908
H (0.325, 5.631, 2.982)  0.0896
H (0.611, 3.898, 3.140)  0.0718
H (-1.013, 4.552, 3.390)  0.0547
H (-1.034, 6.571, 1.216)  0.0876
H (-2.370, 5.433, 1.297)  0.0457
H (-1.460, 5.641, -0.218)  0.0688
H (4.287, 2.621, -1.681)  0.1380
H (3.278, 3.683, -3.639)  0.0788
H (1.847, 2.661, -3.510)  0.0668
H (3.420, 1.956, -3.965)  0.0708
H (1.932, 0.781, -1.818)  0.0453
H (3.126, 0.748, -0.488)  0.0743
H (3.611, 0.340, -2.138)  0.0957